DFT (wB97M-V/def2-TZVPD) results for the ion C6H11N2O2 with charge +1 in a non-equilibrium geometry.

Each line ends with the natural charge from an NBO analysis.
Positions of all 21 atoms, in Å:
C 1.55550 -1.58420 0.19558  -0.4162
N 1.13025 -0.27344 -0.28951  -0.3882
C 1.74574 0.80927 0.00163  0.6880
N 2.89458 1.29665 0.25744  -0.7395
C -0.17333 -0.22687 -0.90319  -0.2064
C -1.12740 0.71116 -0.02895  0.1964
O -0.63599 1.88344 0.09869  -0.3599
C -2.56842 0.47516 -0.69901  -0.0286
O -2.83085 -0.50808 0.26379  -0.5008
C -1.78581 -0.08501 1.13739  -0.1171
H 1.64891 -2.26274 -0.65213  0.2401
H 2.51277 -1.51233 0.70628  0.2263
H 0.81568 -1.98932 0.88680  0.2379
H 3.78137 0.84502 0.01844  0.4351
H 2.95341 2.23972 0.63382  0.4571
H -0.58761 -1.23077 -0.98397  0.2478
H -0.11364 0.25660 -1.88082  0.2416
H -3.14457 1.39225 -0.54748  0.2021
H -2.66089 0.11862 -1.72604  0.2005
H -1.26602 -0.93654 1.58210  0.1802
H -2.14367 0.58141 1.92913  0.2035

net charge	+1
highest occupied orbital energy (alpha / beta)	-13.39 / -13.45	eV
energy relative to the best compared isomer or geometry (same formula, charge and spin)	631.71	kJ/mol
max |F|	0.04562	Eh/bohr